DFT (ωB97M-V/def2-TZVPD) results for a molecular structure, C28H77ClN5O12Pt.

Geometry as XYZ:
```
124
Properties=species:S:1:pos:R:3:forces:R:3:lowdin_charge:R:1
Pt -17.29369 4.07064 -7.17056 0.422 -0.185 0.476 1.191
Cl -17.55686 8.59019 -7.96358 -0.499 -0.674 0.010 0.679
O -17.81840 9.28089 -6.76028 0.303 0.236 1.249 -0.305
O -18.65260 7.64400 -8.20242 0.471 -0.830 0.610 -0.389
O -17.57211 9.47265 -9.04883 0.893 0.989 -1.423 -0.282
O -16.28342 7.83907 -7.86332 -1.124 0.485 -0.089 -0.378
C -21.80888 8.30848 -10.15768 1.084 -0.143 -1.375 -0.021
C -20.95653 7.16477 -10.83010 -2.585 -0.302 0.183 -0.494
C -19.86111 7.68883 -11.65056 0.371 1.528 -1.127 -0.070
O -20.45979 6.34095 -9.77991 -0.732 -0.983 -1.079 -0.077
H -22.62859 7.94151 -9.55127 -0.060 -0.215 0.021 0.056
H -22.19931 9.01541 -10.93789 0.389 -0.505 0.830 0.094
H -21.05813 8.79929 -9.51008 -0.603 0.251 -0.171 0.081
H -21.54155 6.52964 -11.54144 -0.104 0.248 0.966 0.145
H -20.26585 8.32941 -12.46290 0.192 -0.406 0.335 0.103
H -19.33789 6.86558 -12.11070 0.502 -0.167 -0.105 0.074
H -19.21244 8.34071 -11.07011 0.415 -0.091 0.090 0.078
H -19.87646 6.95032 -9.37269 1.322 0.729 1.308 -0.011
C -21.69983 8.02941 -6.04316 -0.083 0.197 0.753 -0.042
C -20.42261 8.03978 -5.19252 -1.111 0.118 -1.677 -0.474
C -20.65237 8.75220 -3.91655 -0.339 -0.558 1.077 -0.053
O -20.00683 6.66373 -5.06220 0.580 0.060 0.762 -0.090
H -22.50732 7.49173 -5.50958 0.346 0.113 -0.215 0.092
H -21.54578 7.58669 -7.01976 0.076 -0.065 -0.211 0.058
H -22.03319 9.05862 -6.15105 -0.107 0.106 -0.275 0.088
H -19.66033 8.60476 -5.71796 0.317 -0.444 -0.275 0.103
H -20.92140 9.79072 -4.08270 0.012 0.046 -0.052 0.098
H -19.75272 8.70694 -3.32531 0.395 0.206 0.423 0.081
H -21.45515 8.26506 -3.34542 0.006 0.180 0.007 0.095
H -20.23306 6.35902 -4.16883 0.002 0.203 -0.304 0.091
C -14.31632 0.55375 -4.28682 1.484 -1.012 -1.858 -0.068
C -14.83760 -0.32339 -5.42222 0.992 -0.771 0.573 -0.326
O -16.23947 -0.34512 -5.45094 -1.464 -0.238 0.130 -0.103
H -14.52008 1.55646 -4.55075 -0.321 1.317 0.303 0.039
H -13.19824 0.40918 -4.21337 -1.232 0.144 0.289 0.106
H -14.87005 0.18606 -3.46247 -0.103 0.165 1.364 0.063
H -14.46463 -1.33057 -5.16454 -0.028 0.150 -0.769 0.121
H -14.53632 -0.01369 -6.42376 0.407 -0.077 0.113 0.103
H -16.56373 -1.11479 -4.95552 0.147 0.453 -0.271 0.102
C -22.23451 0.12107 -6.91580 0.097 0.355 -0.562 -0.056
C -20.87324 -0.55660 -6.83253 1.271 -0.348 -0.395 -0.364
C -20.56489 -1.21740 -8.18976 -1.270 -1.069 0.102 -0.238
O -19.28102 -1.81370 -8.16720 -0.117 0.169 -1.212 -0.213
C -19.03680 -2.57850 -9.37758 1.177 1.233 0.575 -0.077
N -19.70882 0.39276 -6.52846 -0.762 -0.673 -0.275 0.062
H -22.10157 1.05783 -7.45467 -0.158 0.240 0.012 0.067
H -22.74690 0.30877 -5.97801 0.316 0.088 0.334 0.077
H -22.94890 -0.46837 -7.50626 0.339 -0.103 0.074 0.088
H -20.94059 -1.37484 -6.10778 0.276 0.115 0.144 0.135
H -20.75812 -0.49574 -9.01941 0.590 -0.258 0.329 0.128
H -21.29500 -2.07633 -8.35693 0.419 1.076 0.253 0.143
H -19.81143 -3.31760 -9.55634 -0.083 -0.043 -0.060 0.088
H -18.05643 -3.01933 -9.21338 -0.172 -0.529 0.125 0.085
H -18.84118 -1.92380 -10.25845 -0.766 -0.182 0.424 0.089
H -18.78948 -0.07517 -6.53646 -0.863 -0.294 -0.127 0.066
H -19.80534 0.74286 -5.58809 -0.169 0.148 0.269 0.052
C -20.19434 3.40556 -5.21754 -0.724 -0.379 0.205 -0.047
C -20.51317 3.71570 -6.67568 0.259 0.537 -0.564 -0.377
C -21.88104 4.37599 -6.88245 -0.607 0.573 -0.155 -0.172
O -22.17054 4.55195 -8.27978 -0.203 -0.577 0.661 -0.218
C -23.52686 4.96857 -8.56821 1.094 -0.491 0.365 -0.066
N -19.43615 4.57920 -7.26022 -1.266 0.956 -0.193 -0.015
H -19.17486 3.00572 -5.05764 -0.487 0.066 -0.349 0.047
H -20.95712 2.66463 -4.86258 0.726 0.611 -0.016 0.100
H -20.26546 4.31864 -4.61111 -0.122 -0.317 -0.117 0.067
H -20.56043 2.81800 -7.27911 0.385 -0.393 -0.018 0.100
H -21.88376 5.37764 -6.38618 -0.209 -0.722 -0.116 0.111
H -22.66248 3.71253 -6.47449 0.208 0.251 0.315 0.133
H -23.75000 5.87108 -8.00159 -0.211 0.121 -0.068 0.084
H -24.30075 4.19751 -8.40177 0.477 0.074 0.333 0.092
H -23.49574 5.14981 -9.62713 -0.176 0.415 -0.409 0.079
H -19.70711 4.74226 -8.23474 0.082 -0.262 -0.135 0.067
H -19.56413 5.53736 -6.87694 0.223 -0.651 0.134 0.073
C -15.76327 6.39611 -11.00765 -0.227 -0.808 0.539 -0.003
C -15.83084 5.26504 -9.89165 1.438 2.057 -0.035 -0.368
C -14.68695 5.41172 -8.90692 1.635 0.174 1.577 -0.170
O -14.65364 4.26204 -7.96913 0.017 0.806 -0.430 -0.309
C -13.37729 4.13994 -7.23693 -1.744 1.096 -1.450 -0.045
N -17.07815 5.28325 -9.12810 0.276 -1.643 -0.405 0.026
H -14.81567 6.43471 -11.57592 -0.359 -0.426 0.417 0.091
H -15.86492 7.35255 -10.52305 -0.222 0.503 0.114 0.062
H -16.58735 6.25354 -11.72801 0.298 0.086 0.335 0.081
H -15.60199 4.37496 -10.39687 -0.479 -1.739 -0.508 0.112
H -14.71826 6.33010 -8.26218 -0.288 -0.629 -0.812 0.118
H -13.69959 5.46361 -9.44011 -0.812 -0.243 0.220 0.138
H -13.53092 3.20875 -6.70064 0.661 -0.026 0.080 0.078
H -13.22888 5.01357 -6.55396 0.004 -0.700 -0.484 0.096
H -12.66447 4.14221 -8.07723 0.504 -0.359 0.972 0.092
H -17.84573 4.95651 -9.69627 -0.388 0.055 -0.229 0.090
H -17.23420 6.23626 -8.90354 -0.559 1.068 0.500 0.019
C -15.95861 0.68430 -9.43425 -1.028 1.700 0.098 -0.005
C -17.09271 1.77364 -9.24926 -1.045 -2.009 -1.030 -0.351
C -18.39697 1.34892 -9.98410 0.805 -0.105 0.233 -0.201
O -19.31405 2.40528 -9.84415 -0.765 0.797 -0.177 -0.209
C -20.26250 2.63343 -10.92253 0.863 -0.585 -0.066 -0.042
N -17.46352 2.02508 -7.83611 -1.533 0.587 -0.383 -0.050
H -16.23677 -0.22202 -8.89793 0.145 -0.095 -0.107 0.079
H -15.01935 1.10275 -9.08230 0.113 -0.134 0.373 0.068
H -15.79797 0.51444 -10.50182 -0.259 -0.240 0.122 0.084
H -16.87057 2.69186 -9.74221 0.786 0.726 -0.042 0.087
H -18.73643 0.39874 -9.55804 -0.391 0.081 0.202 0.101
H -18.19332 1.15062 -11.02508 0.284 0.052 -0.560 0.126
H -21.09169 3.21878 -10.55151 -0.230 -0.207 0.482 0.074
H -20.55541 1.65991 -11.32954 -0.350 0.192 0.096 0.090
H -19.86331 3.22866 -11.75868 0.480 -0.207 0.302 0.091
H -16.90371 1.44820 -7.24575 0.433 -0.525 0.682 0.052
H -18.48959 1.77119 -7.63168 1.689 0.107 -0.471 0.081
C -15.36313 6.99312 -4.33843 -0.155 0.081 -0.425 -0.006
C -16.02211 5.62828 -4.68417 0.715 -0.177 -0.506 -0.374
C -16.56594 4.76704 -3.59147 0.475 -0.795 0.653 -0.177
O -16.64924 3.41125 -4.08680 -0.995 1.368 -0.559 -0.258
C -17.27890 2.53717 -3.16505 0.794 0.077 0.723 -0.113
N -16.99756 5.69080 -5.79571 -0.075 0.662 0.306 -0.027
H -14.76571 7.02211 -3.42538 0.269 -0.680 -0.195 0.083
H -16.07566 7.77258 -4.12770 -0.768 0.254 -0.204 0.073
H -14.75295 7.37647 -5.19460 -0.440 -0.503 0.667 0.097
H -15.28485 5.00856 -5.14228 1.191 -0.406 -0.008 0.103
H -17.53071 5.14150 -3.21639 0.008 -0.253 -0.053 0.133
H -15.84314 4.72637 -2.76668 -0.185 0.357 0.146 0.139
H -17.63658 1.67422 -3.76756 0.299 0.368 0.726 0.081
H -18.13739 3.03959 -2.61272 0.972 -0.665 -0.614 0.106
H -16.42188 2.27323 -2.45873 -1.586 -0.254 -0.360 0.112
H -16.66532 6.43994 -6.35152 0.480 1.114 -1.223 0.029
H -17.85861 6.07701 -5.44946 -0.962 0.051 0.291 0.068
```
Positions in Å, forces in eV/Å.

Computed properties:
Orbital gap (spin up / spin down): 8.75 / 8.48 eV
Spin multiplicity: 3
Energy: -2868.60595 hartree
Expectation value of S²: 2.00
Max |F|: 2.61 eV/A
Charge: +1